[1]
61
Properties=species:S:1:pos:R:3:mulliken_charge:R:1 method="wB97M-V/def2-TZVPD" homo_energy_ev="-13.102 / -13.025" multiplicity=3 s2=2.0501 orbital_gap_ev="3.9 / 4.1" largest_force_ha_per_bohr=0.08365 total_charge=+2
C 0.2554 0.4288 -6.9698 0.916
C 1.6314 0.9956 -7.3476 -1.344
C 0.0338 -0.9014 -7.7023 -1.376
C -0.8327 1.4289 -7.3849 -1.340
Cl 0.1671 0.1342 -5.1276 -0.199
H 0.0829 -0.7234 -8.7847 0.361
H -0.9480 -1.3188 -7.4849 0.384
H 0.8069 -1.6276 -7.4564 0.378
H 1.6631 1.1474 -8.4348 0.363
H 2.4361 0.3075 -7.0936 0.374
H 1.8116 1.9635 -6.8820 0.384
H -0.7783 1.5799 -8.4712 0.364
H -0.6863 2.4007 -6.9158 0.378
H -1.8299 1.0555 -7.1586 0.374
C 1.6760 -1.8060 0.4150 0.629
C 0.9270 -2.6775 -0.4481 -0.969
C 1.1696 -2.2687 -1.8194 -0.501
H 0.3894 -3.5688 -0.1372 0.535
C 2.0142 -1.0806 -1.7748 -0.975
C 2.3234 -0.8234 -0.3892 -0.128
H 3.0118 -0.0665 -0.0293 0.464
H 1.8155 -1.9461 1.4787 0.407
H 0.8437 -2.7892 -2.7195 0.610
H 2.3814 -0.5390 -2.6363 0.593
C -1.7960 0.6287 -0.0564 -0.197
C -1.7950 -0.5877 0.6969 0.373
C -2.0417 -1.6719 -0.2046 -0.821
H -1.7873 -0.6622 1.7788 0.426
C -2.2565 -1.1354 -1.5249 -0.248
C -2.0796 0.3028 -1.4371 -1.155
H -2.1582 1.0112 -2.2509 0.600
H -1.7378 1.6282 0.3663 0.551
H -2.1776 -2.7057 0.0999 0.530
H -2.5440 -1.6975 -2.4107 0.551
Mo -0.1764 -0.6563 -1.0464 0.660
C -0.7896 1.5821 6.0245 -1.002
N -0.5723 1.7529 4.5992 -0.125
N 0.2692 0.9314 3.9455 0.559
C 0.5891 1.4528 2.6795 0.305
O 1.3585 0.8968 1.8867 -0.641
C -0.1297 2.7043 2.6641 -1.395
C -0.7644 2.8699 3.8599 1.159
C -1.5662 4.0106 4.3791 -1.615
C 0.5512 -0.3915 4.3773 0.057
C -0.4877 -1.2370 4.7952 0.120
C -0.1839 -2.5484 5.1728 -0.995
C 1.1419 -3.0015 5.1122 -0.485
C 2.1744 -2.1522 4.6819 -0.697
C 1.8714 -0.8464 4.2920 -0.267
H 0.1539 1.5045 6.5852 0.310
H -1.3896 0.6865 6.2220 0.353
H -1.3406 2.4528 6.3828 0.412
H -0.1138 3.3824 1.8310 0.587
H -2.5075 3.6733 4.8355 0.394
H -0.9980 4.6015 5.1178 0.334
H -1.8021 4.6672 3.5288 0.381
H -1.5106 -0.8609 4.8118 0.560
H -0.9938 -3.2028 5.5084 0.413
H 1.3752 -4.0283 5.4037 0.441
H 3.2108 -2.4969 4.6397 0.439
H 2.6389 -0.1621 3.9268 0.447

[2]
76
Properties=species:S:1:pos:R:3:mulliken_charge:R:1 method="wB97M-V/def2-TZVPD" homo_energy_ev="-7.142 / -8.902" multiplicity=5 s2=6.0476 orbital_gap_ev="7.5 / 7.2" largest_force_ha_per_bohr=0.00703 de_lowest_kj_mol=0.0
Pd -0.8227 -1.3409 -0.1403 1.144
O 1.3370 -1.3211 0.4338 -0.571
S 2.4250 -0.3412 0.0624 0.782
C 2.5886 -0.3643 -1.7530 -1.431
C 1.4306 0.3371 -2.4404 0.444
C 1.3589 1.8494 -2.1830 -1.014
C -0.0800 2.3487 -2.0643 -0.866
S -0.7327 2.1279 -0.3794 0.408
O -0.0614 0.8650 0.1069 0.674
C 0.1958 3.4246 0.4339 0.682
C 1.2859 3.1031 1.2271 -0.203
C 1.9632 4.1221 1.8841 -0.890
C 1.5440 5.4377 1.7520 -0.571
C 0.4386 5.7440 0.9689 -0.773
C -0.2466 4.7338 0.3116 -0.752
C 3.9242 -1.2428 0.4169 0.118
C 3.8766 -2.6084 0.6411 -0.305
C 5.0599 -3.2820 0.9074 -0.861
C 6.2634 -2.5936 0.9510 -0.438
C 6.2954 -1.2218 0.7369 -0.802
C 5.1184 -0.5373 0.4762 -0.412
H 2.6430 -1.4141 -2.0391 0.565
H 3.5480 0.1234 -1.9513 0.743
H 0.5028 -0.1456 -2.1459 -0.532
H 1.5088 0.1389 -3.5122 0.618
H 1.8623 2.3915 -2.9856 0.618
H 1.8993 2.1150 -1.2686 0.231
H -0.7611 1.7876 -2.7061 0.314
H -0.1869 3.4146 -2.2783 0.781
H 1.5688 2.0650 1.3475 0.307
H 2.8132 3.8814 2.5101 0.486
H 2.0722 6.2281 2.2695 0.406
H 0.1017 6.7688 0.8809 0.429
H -1.1269 4.9618 -0.2796 0.501
H 2.9292 -3.1242 0.6197 0.327
H 5.0373 -4.3495 1.0832 0.446
H 7.1814 -3.1266 1.1623 0.390
H 7.2343 -0.6854 0.7822 0.391
H 5.1278 0.5369 0.3267 0.438
C -5.3594 -1.6957 -0.7153 -1.233
C -4.5844 -1.0411 -1.7926 0.391
O -4.8787 -1.3373 -3.0921 -0.468
P -3.1518 -0.0324 -1.5359 0.970
O -3.6334 1.5082 -1.6241 -0.397
O -2.1130 -0.2836 -2.5999 -0.999
O -2.6895 -0.1921 -0.0903 -0.573
P -2.2109 -3.6254 -2.0997 0.591
O -3.4528 -4.5696 -2.3622 -0.559
O -2.0221 -2.8091 -3.3958 -0.459
O -2.3966 -2.7632 -0.8991 -0.373
H -6.3941 -1.3353 -0.6693 0.376
H -4.8850 -1.5213 0.2477 0.054
H -5.3866 -2.7817 -0.8739 0.358
H -5.4985 -2.0757 -3.1184 0.370
H -4.0437 1.6944 -2.4795 0.340
H -2.0609 -1.8153 -3.1882 0.580
H -3.2892 -5.4962 -2.1474 0.340
O -1.0473 -4.6837 -1.8971 -0.592
Se 0.4472 -4.0287 -1.0593 1.244
O 1.5131 -5.1961 -1.1853 -0.675
O 0.6479 -2.6930 -1.9401 -0.467
O -0.1188 -3.6572 0.4205 -0.520
Cl 1.3244 0.0683 3.4523 -0.175
C -0.3046 0.6687 3.3535 0.653
C -0.5154 1.9952 3.6620 -0.568
C -1.7922 2.5340 3.5607 -0.414
C -2.8560 1.7293 3.1567 -0.801
C -2.6469 0.4040 2.8584 -0.243
C -1.3607 -0.1909 2.9381 0.962
C -1.1757 -1.5398 2.5988 -2.241
H 0.3212 2.6085 3.9678 0.530
H -1.9501 3.5788 3.7961 0.424
H -3.8506 2.1477 3.0716 0.380
H -3.4663 -0.2159 2.5226 0.309
H -2.0263 -2.1508 2.3273 0.453
H -0.2092 -2.0132 2.6661 0.611

[3]
85
Properties=species:S:1:pos:R:3:mulliken_charge:R:1 method="wB97M-V/def2-TZVPD" homo_energy_ev=-8.322 smiles="COC[C@@]1(O)OC(=O)O[C@@]1(O)CCC(F)=C(F)F.CCOC(=O)C(F)(F)F.CCOC(=O)C(F)(F)F.CCOC(=O)C(F)(F)F.CCOC(=O)C(F)(F)F" orbital_gap_ev=7.7 largest_force_ha_per_bohr=0.07537
C -0.2106 -2.5682 5.2125 -0.558
O -0.2426 -1.7668 4.0252 -0.387
C -1.1345 -2.2517 3.0556 -0.679
C -0.5599 -3.4378 2.2135 1.372
O 0.1003 -2.7552 1.1368 -0.523
O 0.5125 -4.2048 2.7756 -0.455
C 0.4807 -5.4648 2.1946 0.467
O 1.4486 -6.0926 2.1786 -0.478
O -0.7636 -5.7748 1.7111 -0.440
C -1.5077 -4.5444 1.6692 0.351
O -1.6144 -4.3080 0.2513 -0.568
C -2.9986 -4.5889 2.0501 -1.116
C -3.3053 -5.4679 3.3172 -0.601
C -3.9079 -4.6614 4.4317 0.148
F -3.0625 -3.9622 5.2444 -0.218
C -5.2561 -4.5270 4.6535 0.210
F -5.9112 -5.5120 5.2239 -0.189
F -5.9534 -3.4675 4.3288 -0.198
H -0.7675 -2.1314 6.0546 0.214
H -0.5424 -3.5838 4.9511 0.195
H 0.8478 -2.6469 5.5170 0.281
H -2.1383 -2.4541 3.4795 0.310
H -1.2851 -1.4320 2.3379 0.310
H 0.9988 -2.6245 1.4900 0.480
H -0.7971 -4.6683 -0.1202 0.407
H -3.4313 -3.5803 2.1230 0.636
H -3.5128 -5.0588 1.1988 0.458
H -2.3653 -5.9676 3.6097 0.438
H -4.0157 -6.2558 3.0277 0.332
C 2.4026 3.3266 -0.0119 -1.312
C 1.4187 2.2922 0.4898 -0.015
O 2.0549 1.0065 0.6315 -0.315
C 2.7438 0.8152 1.7510 0.411
O 2.8788 1.6122 2.6319 -0.516
C 3.3127 -0.6077 1.7728 0.790
F 3.8598 -0.9564 0.5983 -0.269
F 2.3428 -1.5124 2.0395 -0.406
F 4.2566 -0.7594 2.7010 -0.255
H 2.8702 2.9899 -0.9355 0.282
H 1.9020 4.2747 -0.1945 0.301
H 3.2032 3.4919 0.7109 0.490
H 0.6180 2.1623 -0.2378 0.287
H 0.9577 2.5962 1.4244 0.321
C -1.1298 0.6022 -5.5021 -0.933
C -1.6108 1.2587 -4.2258 -0.392
O -0.5399 1.9836 -3.5933 -0.165
C -0.2960 3.2026 -4.0699 0.293
O -0.8854 3.7294 -4.9661 -0.539
C 0.8325 3.8567 -3.2672 0.940
F 1.8611 3.0175 -3.0560 -0.224
F 0.4004 4.2618 -2.0558 -0.269
F 1.3327 4.9316 -3.8767 -0.269
H -0.2631 -0.0244 -5.3034 0.195
H -1.9191 -0.0124 -5.9375 0.407
H -0.8332 1.3454 -6.2288 0.310
H -1.9302 0.4991 -3.5134 0.340
H -2.4652 1.9119 -4.4051 0.334
C 5.2333 -1.4922 -5.2078 -1.073
C 5.2332 -1.0359 -6.6518 -0.196
O 3.8952 -1.0063 -7.1810 -0.323
C 3.1776 0.0770 -6.8926 0.369
O 3.5529 1.0040 -6.2377 -0.512
C 1.8014 -0.0134 -7.5603 0.908
F 1.2432 -1.2266 -7.4136 -0.273
F 1.8832 0.2202 -8.8812 -0.279
F 0.9431 0.8785 -7.0513 -0.241
H 4.7281 -2.4545 -5.1111 0.306
H 6.2537 -1.5899 -4.8375 0.369
H 4.7010 -0.7844 -4.5716 0.291
H 5.7885 -1.7444 -7.2646 0.314
H 5.7122 -0.0634 -6.7664 0.308
C -2.7678 4.8852 5.4604 -1.125
C -2.5701 6.0992 4.5770 -0.206
O -1.6972 5.7951 3.4745 -0.314
C -2.2619 5.1925 2.4307 0.048
O -3.4148 4.8882 2.3447 -0.515
C -1.2218 4.9797 1.3256 1.279
F -0.0588 4.5065 1.8087 -0.273
F -0.9450 6.1304 0.6894 -0.277
F -1.6430 4.1132 0.3992 -0.256
H -1.8050 4.4919 5.7903 0.306
H -3.3636 5.1425 6.3362 0.379
H -3.2743 4.0845 4.9207 0.314
H -2.0839 6.8932 5.1417 0.325
H -3.5203 6.4933 4.2161 0.329